[1]
{
  "formula": "C5H7N2O3S",
  "method": "wB97M-V/def2-TZVPD",
  "molar_mass_g_mol": 175.189,
  "lumo_energy_ha": 0.1073,
  "charge": -1,
  "largest_force_ev_per_a": 5.26,
  "e_homo_ha": -0.1676,
  "de_lowest_kj_mol": 291.1,
  "orbital_gap_ha": 0.2750,
  "e_tot_ev": -25254.9937,
  "species": ["C", "C", "C", "C", "C", "N", "N", "O", "O", "O", "S", "H", "H", "H", "H", "H", "H", "H"],
  "positions_angstrom": [[-2.502277, -1.843476, 0.245750], [-1.113103, -1.609338, 0.327131], [-2.111894, 0.211314, -0.287239], [0.884183, 1.961552, 0.200846], [1.016020, 0.655040, -0.573008], [-3.159277, -0.688014, -0.126838], [-0.944703, -0.317538, 0.073802], [2.174672, -0.910615, 1.360761], [2.123708, -1.660646, -0.856571], [3.314187, 0.527106, -0.337716], [2.292256, -0.514528, -0.022518], [-2.866433, -2.738254, 0.467789], [-0.225381, -2.182531, 0.268391], [-2.189139, 1.304628, -0.311579], [-0.105335, 2.358390, -0.041122], [0.873609, 1.854634, 1.324437], [1.519594, 2.722048, -0.122292], [1.019312, 0.870229, -1.590025]],
  "forces_ev_per_a": [[3.26, 4.01, -0.97], [-1.36, -0.31, -0.47], [-1.92, -0.46, 1.35], [-2.38, -1.75, 1.57], [-0.87, 0.11, 4.30], [1.91, 0.72, 0.09], [2.74, 2.33, -1.95], [0.03, 1.14, 0.30], [0.52, -0.55, -1.62], [-0.62, -1.51, 0.12], [-0.26, 1.25, 0.38], [-2.33, -3.45, 0.62], [0.38, -1.06, 0.66], [-0.45, -0.55, -0.49], [-0.19, -0.07, -0.02], [0.41, -0.14, -1.30], [1.62, 0.86, -0.57], [-0.52, -0.57, -1.99]]
}

=====

[2]
{
  "formula": "C4H8N",
  "method": "wB97M-V/def2-TZVPD",
  "molar_mass_g_mol": 70.115,
  "lumo_energy_ha": [0.0451, 0.0433],
  "spin_multiplicity": 2,
  "largest_force_ev_per_a": 1.32,
  "e_homo_ha": [-0.2243, -0.3120],
  "s2": 0.76,
  "de_lowest_kj_mol": 16.6,
  "orbital_gap_ha": [0.2695, 0.3553],
  "e_tot_ev": -5765.5709,
  "species": ["C", "C", "C", "N", "C", "H", "H", "H", "H", "H", "H", "H", "H"],
  "positions_angstrom": [[-1.275118, -1.860188, -0.446335], [-0.171475, -1.054327, 0.136593], [0.015930, 0.249314, -0.067178], [1.000040, 1.014874, 0.503200], [1.197674, 2.352824, 0.262175], [-1.958213, -1.220082, -1.022447], [-0.936801, -2.589641, -1.186828], [-1.906468, -2.389188, 0.261946], [0.506286, -1.562291, 0.818284], [-0.559897, 0.772541, -0.820125], [1.616700, 0.541611, 1.144381], [2.056379, 2.859158, 0.661949], [0.414965, 2.885395, -0.245615]],
  "forces_ev_per_a": [[-0.57, 0.29, -1.15], [0.14, -0.20, 0.63], [-0.09, -0.15, -0.59], [0.41, 0.12, 0.27], [-0.15, -0.04, -0.07], [0.11, 0.05, 0.19], [0.22, -0.17, 0.19], [0.17, -0.04, 0.35], [-0.01, -0.03, 0.07], [-0.26, 0.15, 0.15], [0.04, 0.08, -0.04], [0.03, -0.12, 0.11], [-0.03, 0.07, -0.10]]
}